Record 1
This record from OMol25 describes C46H51MnN4OSSbSi as an isolated structure. The level of theory is the ωB97M-V functional and the def2-TZVPD basis.

Structure (XYZ):
```
106
Properties=species:S:1:pos:R:3:forces:R:3:mulliken_charge:R:1
Mn 0.1802 -0.9790 -0.1990 -0.4 0.1 0.4 1.229
C -1.1962 0.2856 -3.3801 0.0 0.0 0.0 -1.425
C -1.2759 1.2929 -2.2810 0.0 0.0 0.0 0.638
C -1.8542 2.5343 -2.5505 0.0 0.0 0.0 -0.902
C -1.9281 3.4922 -1.5646 0.0 0.0 0.0 -1.096
C -1.4132 3.1912 -0.3173 0.0 0.0 0.0 -1.135
C -0.8555 1.9398 -0.1125 0.0 0.0 0.0 0.419
N -0.7936 0.9917 -1.0651 0.1 0.0 0.0 0.820
C -0.3405 1.5594 1.2241 0.0 0.0 0.0 0.498
C -0.1116 2.4715 2.2463 0.0 0.0 0.0 -0.844
C 0.3276 1.9996 3.4704 0.0 0.0 0.0 -1.744
C 0.4998 0.6394 3.6515 0.0 0.0 0.0 -0.838
C 0.2479 -0.2129 2.5847 0.0 0.0 0.0 0.697
N -0.1381 0.2551 1.3978 0.0 -0.1 -0.1 1.772
C 0.3185 -1.6882 2.6707 0.0 0.0 0.0 -0.268
C 0.4763 -2.3276 3.8884 0.0 0.0 0.0 -0.667
C 0.4920 -3.7103 3.9169 0.0 0.0 0.0 -1.062
C 0.3347 -4.3930 2.7314 0.0 0.0 0.0 -1.070
C 0.1637 -3.6922 1.5379 0.0 0.0 0.0 0.575
C -0.0244 -4.4545 0.2668 0.0 0.0 0.0 -1.452
N 0.1569 -2.3510 1.5089 0.1 -0.1 0.0 1.089
H -1.3540 0.7673 -4.3440 0.0 0.0 0.0 0.623
H -1.9655 -0.4781 -3.2533 0.0 0.0 0.0 0.130
H -0.2302 -0.2173 -3.3695 0.0 0.0 0.0 -0.034
H -2.2317 2.7302 -3.5448 0.0 0.0 0.0 0.528
H -2.3721 4.4594 -1.7604 0.0 0.0 0.0 0.424
H -1.4611 3.9115 0.4851 0.0 0.0 0.0 0.464
H -0.2367 3.5308 2.0798 0.0 0.0 0.0 0.442
H 0.5428 2.6873 4.2771 0.0 0.0 0.0 0.414
H 0.8458 0.2566 4.5993 0.0 0.0 0.0 0.462
H 0.5900 -1.7602 4.7992 0.0 0.0 0.0 0.471
H 0.6245 -4.2408 4.8506 0.0 0.0 0.0 0.447
H 0.3453 -5.4739 2.7058 0.0 0.0 0.0 0.535
H 0.3380 -5.4747 0.3851 0.0 0.0 0.0 0.623
H 0.5130 -3.9715 -0.5476 0.0 0.0 0.0 -0.113
H -1.0835 -4.4988 0.0029 0.0 0.0 0.0 0.294
C -2.9394 -0.8957 1.0945 0.0 0.0 0.0 -1.019
C -2.8702 -1.7679 -0.1230 0.0 0.0 0.0 0.612
C -4.0513 -2.4454 -0.5116 0.0 0.0 0.0 -1.143
C -4.0539 -3.2185 -1.6268 0.0 0.0 0.0 -1.328
C -2.8720 -3.3453 -2.3856 0.0 0.0 0.0 0.977
C -2.8313 -4.1200 -3.5657 0.0 0.0 0.0 -0.933
C -1.6624 -4.2146 -4.2664 0.0 0.0 0.0 -0.861
C -0.5070 -3.5615 -3.8115 0.0 0.0 0.0 -1.069
C -0.4977 -2.8014 -2.6583 0.1 0.0 0.1 0.975
S 0.9549 -2.0372 -2.0920 0.0 -0.1 -0.1 -0.538
C -1.7174 -2.6691 -1.9265 0.0 0.0 0.0 -1.298
N -1.7377 -1.8782 -0.7942 0.1 0.0 0.0 1.870
H -3.9635 -0.8388 1.4599 0.0 0.0 0.0 0.667
H -2.5948 0.1092 0.8665 0.0 0.0 0.0 -0.105
H -2.3114 -1.2938 1.8919 0.0 0.0 0.0 -0.031
H -4.9433 -2.3222 0.0871 0.0 0.0 0.0 0.532
H -4.9497 -3.7372 -1.9480 0.0 0.0 0.0 0.402
H -3.7311 -4.6245 -3.8948 0.0 0.0 0.0 0.407
H -1.6184 -4.8017 -5.1751 0.0 0.0 0.0 0.404
H 0.4178 -3.6527 -4.3670 0.0 0.0 0.0 0.590
C 1.3852 4.3291 -2.6986 0.0 0.0 0.0 -1.527
Sb 2.4178 2.5679 -1.9628 -0.1 0.1 0.0 0.415
C 2.8215 1.8501 -3.9492 0.0 0.0 0.0 -1.200
C 4.2079 3.7299 -1.6388 0.0 -0.1 0.0 -1.280
H 2.0537 4.8861 -3.3563 0.0 0.0 0.0 0.484
H 1.0995 4.9661 -1.8602 0.0 0.0 0.0 0.385
H 0.4876 4.0559 -3.2516 0.0 0.0 0.0 0.411
H 3.5665 2.4737 -4.4433 0.0 0.0 0.0 0.422
H 1.8901 1.8845 -4.5171 0.0 0.0 0.0 0.487
H 3.1735 0.8205 -3.9079 0.0 0.0 0.0 0.138
H 4.8052 3.7743 -2.5499 0.0 0.0 0.0 0.443
H 4.8036 3.3189 -0.8253 0.0 0.0 0.0 0.150
H 3.8981 4.7391 -1.3650 0.0 0.0 0.0 0.525
C 3.6928 -3.3981 0.6362 0.0 0.0 0.0 -2.060
C 4.3709 -2.1206 1.1450 0.0 0.0 0.0 2.489
C 4.0448 -1.9561 2.6337 0.0 0.0 0.0 -1.537
C 5.8854 -2.2722 0.9864 0.0 0.0 0.0 -1.853
Si 3.6518 -0.6073 0.2181 -0.1 -0.1 0.1 -3.500
O 2.0595 -0.6241 0.3409 0.1 0.1 -0.3 2.524
C 4.4473 -0.5951 -1.5124 0.0 0.0 0.0 1.803
C 5.3165 0.4240 -1.9158 0.0 0.0 0.0 0.424
C 5.9708 0.3951 -3.1412 0.0 0.0 0.0 -0.816
C 5.7667 -0.6646 -4.0105 0.0 0.0 0.0 -0.774
C 4.9011 -1.6861 -3.6428 0.0 0.0 0.0 -0.906
C 4.2575 -1.6497 -2.4141 0.0 0.0 0.0 -0.254
C 4.3003 0.9547 1.0907 0.0 0.0 0.0 1.169
C 3.3595 1.8182 1.6512 0.0 0.0 0.0 0.335
C 3.7303 2.9771 2.3198 0.0 0.0 0.0 -0.652
C 5.0733 3.3020 2.4471 0.0 0.0 0.0 -0.886
C 6.0330 2.4602 1.9006 0.0 0.0 0.0 -0.893
C 5.6474 1.3048 1.2325 0.0 0.0 0.0 -0.450
H 3.9258 -4.2399 1.3014 0.0 0.0 0.0 0.453
H 4.0391 -3.6690 -0.3629 0.0 0.0 0.0 0.343
H 2.6079 -3.2824 0.5935 0.0 0.0 0.0 0.344
H 4.4055 -2.8239 3.2009 0.0 0.0 0.0 0.553
H 2.9685 -1.8761 2.7924 0.0 0.0 0.0 0.221
H 4.5130 -1.0617 3.0535 0.0 0.0 0.0 0.265
H 6.2254 -3.1846 1.4920 0.0 0.0 0.0 0.507
H 6.4263 -1.4373 1.4355 0.0 0.0 0.0 0.314
H 6.1792 -2.3441 -0.0636 0.0 0.0 0.0 0.285
H 5.4933 1.2669 -1.2620 0.0 0.0 0.0 -0.134
H 6.6333 1.2072 -3.4171 0.0 0.0 0.0 0.415
H 6.2704 -0.6925 -4.9689 0.0 0.0 0.0 0.359
H 4.7244 -2.5160 -4.3166 0.0 0.0 0.0 0.406
H 3.5791 -2.4548 -2.1666 0.0 0.0 0.0 -0.048
H 2.3144 1.5628 1.5369 0.0 0.0 0.0 0.240
H 2.9730 3.6324 2.7373 0.0 0.0 0.0 0.388
H 5.3717 4.2067 2.9625 0.0 0.0 0.0 0.391
H 7.0838 2.7082 1.9889 0.0 0.0 0.0 0.396
H 6.4173 0.6775 0.7984 0.0 0.0 0.0 0.232
```
Positions in Å, forces in eV/Å.

relative energy (zero: lowest compared OMol25 entry of this formula, charge and spin): 0.0 kJ/mol
lowest unoccupied orbital energy (spin up / spin down): -0.3238 / -0.3457 eV
DFT total energy: -113113.0728 eV
highest occupied orbital energy (spin up / spin down): -6.650 / -6.577 eV
<S²>: 0.937
Kohn-Sham gap (spin up / spin down): 6.326 / 6.232 eV
spin multiplicity: 2

Record 2
This record from OMol25 describes one molecule with the formula C17H30BBrCl2O. The level of theory is the ωB97M-V functional and the def2-TZVPD basis.

Structure (XYZ):
```
52
Properties=species:S:1:pos:R:3:forces:R:3:mulliken_charge:R:1
C 0.3452 3.7907 4.0870 -0.1 0.3 0.7 -0.882
C -0.8789 3.2681 5.0619 0.7 0.7 0.7 -0.437
C -2.3760 3.7442 4.5892 0.7 0.4 0.1 -0.553
C -3.0232 2.8758 3.3581 -0.7 0.3 0.3 -0.580
C -2.7968 1.2508 3.4836 0.5 0.7 -0.9 -0.331
C -3.3384 0.4065 2.1648 -0.3 -0.9 1.0 -0.541
C -2.3598 -0.9171 1.8740 0.6 0.0 -0.7 -0.560
C -1.8496 -0.9935 0.3037 -0.5 -0.9 0.4 -0.526
C -1.0239 -2.3879 -0.0497 0.0 1.0 -0.4 -0.546
C -0.5975 -2.3002 -1.6640 -0.9 -1.1 0.2 -0.440
C 0.7171 -3.2333 -2.0265 -0.7 -0.4 1.3 -0.587
C 2.1524 -2.4503 -1.9251 0.1 -0.9 0.1 -0.563
B 2.6861 -1.8031 -3.3491 -0.5 -0.4 0.2 -0.028
C 4.2683 -1.3690 -3.5306 -0.2 -0.2 -0.9 -0.054
C 5.3241 -2.6220 -3.5826 7.6 3.5 1.2 0.195
O 6.6402 -2.3045 -3.4278 -8.9 -2.5 -1.1 -0.496
Br 4.8801 -4.5472 -3.8928 0.0 1.9 0.3 -0.116
C 1.6785 -1.5135 -4.6543 -1.3 4.5 -1.5 0.243
Cl 0.8954 -2.8665 -5.6833 1.2 1.8 1.7 -0.178
C 1.3737 -0.0943 -5.0367 1.0 -3.9 0.9 0.163
C 1.9897 1.2241 -4.2710 -0.4 0.6 -0.9 -0.856
Cl 0.2260 0.1694 -6.5226 1.8 -0.1 2.4 -0.214
H 1.3979 3.6521 4.6328 -2.3 0.1 -1.3 0.291
H 0.3409 3.2190 3.0597 0.1 1.3 2.0 0.218
H 0.2165 4.9624 3.9664 0.2 -2.5 -0.1 0.249
H -0.6876 3.7796 6.1216 -0.4 -1.1 -2.2 0.311
H -0.7591 2.1152 5.2378 -0.5 2.2 -0.4 0.262
H -3.0472 3.7852 5.5602 1.2 -0.4 -2.1 0.295
H -2.2680 4.8759 4.2314 -0.3 -2.4 0.7 0.275
H -4.1961 3.0792 3.3810 2.4 -0.4 -0.2 0.264
H -2.6173 3.3383 2.3485 -0.7 -1.3 2.0 0.297
H -1.6238 1.0438 3.5416 -2.6 0.4 0.2 0.110
H -3.3685 0.8929 4.4419 1.4 0.5 -1.8 0.161
H -3.5015 1.0697 1.2115 0.6 -1.2 1.8 0.359
H -4.3911 -0.0248 2.4623 1.9 0.9 -0.8 0.266
H -2.9003 -1.9381 2.1172 0.9 2.2 -0.4 0.298
H -1.3832 -0.8899 2.5334 -2.0 0.1 -1.1 0.258
H -1.1660 -0.0757 0.0367 -1.5 -1.7 0.5 0.243
H -2.8448 -1.0286 -0.3545 2.3 0.4 1.2 0.214
H -1.7358 -3.2897 0.1797 1.4 1.6 -0.6 0.273
H -0.0509 -2.5272 0.6014 -1.9 0.5 -1.2 0.253
H -0.4920 -1.1769 -1.9821 0.0 -2.2 0.6 0.235
H -1.5275 -2.7615 -2.2512 2.0 1.2 1.1 0.285
H 0.7400 -4.0852 -1.1873 -0.1 1.8 -1.9 0.375
H 0.5221 -3.7911 -3.0365 0.7 1.3 1.8 0.231
H 2.9576 -3.2617 -1.5811 -1.5 1.8 -0.7 0.271
H 2.1379 -1.6534 -1.0357 0.0 -1.6 -1.9 0.258
H 4.3770 -0.7973 -4.5723 0.1 -1.3 2.3 0.228
H 4.5513 -0.6451 -2.6554 -0.1 -1.5 -1.6 0.292
H 1.3664 2.1614 -4.6492 1.3 -2.1 0.9 0.330
H 3.1245 1.4476 -4.5634 -2.5 -0.8 0.5 0.228
H 1.8960 1.1973 -3.1029 0.1 -0.3 -2.3 0.259
```
Positions in Å, forces in eV/Å.

lowest unoccupied orbital energy: -0.8535 eV
DFT total energy: -115917.8924 eV
highest occupied orbital energy: -9.247 eV
structure (SMILES): CCCCCCCCCCCCB(CC(=O)Br)/C(Cl)=C(\C)Cl
Kohn-Sham gap: 8.393 eV

Record 3
This record from OMol25 describes a 2-piece molecular cluster, C4H9O2 overall. The level of theory is the ωB97M-V functional and the def2-TZVPD basis.

Structure (XYZ):
```
15
Properties=species:S:1:pos:R:3:forces:R:3:mulliken_charge:R:1
C -1.8705 1.1382 -0.8441 0.6 1.0 1.5 -0.692
C -1.1425 1.3613 0.4978 -0.3 0.9 1.1 -0.887
H -2.9210 1.0410 -0.5873 -0.2 -0.3 -0.3 0.218
H -1.7880 2.0720 -1.4006 0.2 -0.3 -0.6 0.243
H -1.4776 0.2559 -1.3253 -0.1 -0.1 -0.4 0.265
H -1.3451 2.3460 0.9610 -0.5 0.0 -0.5 0.338
H -1.5203 0.6844 1.2593 0.4 -0.5 -0.1 0.280
H -0.0553 1.3760 0.5460 0.1 -0.7 -0.6 0.228
C 2.2714 -1.1455 -0.0470 0.4 -0.3 -0.7 -0.883
C 0.9749 -1.9170 0.3041 -0.7 0.7 1.3 0.579
O 0.6225 -1.6628 1.4964 0.1 -0.3 -0.4 -0.724
O 0.3770 -2.6540 -0.4999 0.5 0.0 -0.6 -0.739
H 2.4364 -0.8455 -1.0875 -0.5 -0.1 -0.1 0.260
H 3.1326 -1.7926 0.1518 0.0 0.1 0.4 0.267
H 2.3054 -0.2574 0.5754 0.2 0.0 0.2 0.246
```
Positions in Å, forces in eV/Å.

relative energy (zero: lowest compared OMol25 entry of this formula, charge and spin): 43.4 kJ/mol
charge: -1
lowest unoccupied orbital energy: 4.0442 eV
DFT total energy: -8390.0416 eV
highest occupied orbital energy: -3.657 eV
Kohn-Sham gap: 7.702 eV

> Which of these has the lowest DFT total energy?

C17H30BBrCl2O

> Look up the DFT total energy of the first one.

-113113.0728 eV

> Which of these has the highest DFT total energy?

C4H9O2

> Among the records above, which one has the lowest DFT total energy?

C17H30BBrCl2O